# 1
# C16H54N6O11

A cluster of 11 separate species, C16H54N6O11 in total (ωB97M-V/def2-TZVPD, the OMol25 dataset).

## Properties
- LUMO level (eV) = 0.102
- orbital gap (Eh) = 0.341
- HOMO energy (eV) = -9.2

ORCA input file:
```
! wB97M-V def2-TZVPD RIJCOSX def2/J DEFGRID3
* xyz 0 1
N -3.695 1.542 1.843
C -3.553 2.161 0.748
N -4.611 2.191 0.026
O -2.324 2.639 0.314
H -2.915 1.577 2.468
H -4.608 1.137 2.188
H -4.474 2.597 -0.883
H -5.464 1.692 0.263
N -1.570 1.881 3.840
C -1.682 0.583 3.852
N -0.934 0.033 2.971
O -2.665 -0.117 4.588
H -2.213 2.385 4.484
H -0.655 2.325 3.578
H -0.984 -0.991 2.908
H -0.249 0.490 2.439
N 2.105 2.669 -0.854
C 2.204 2.461 -2.101
N 2.767 3.446 -2.776
O 1.894 1.255 -2.695
H 1.526 2.088 -0.296
H 2.400 3.561 -0.376
H 3.091 3.221 -3.714
H 2.325 4.313 -2.551
C 3.664 -2.153 -0.076
C 3.348 -3.431 -0.888
O 1.948 -3.726 -0.715
H 3.455 -2.148 0.989
H 3.015 -1.358 -0.399
H 4.638 -1.805 -0.273
H 3.873 -4.262 -0.517
H 3.722 -3.329 -1.911
H 1.436 -3.299 -1.418
C -3.846 -2.408 -0.886
C -3.176 -1.063 -0.894
O -3.955 -0.015 -1.302
H -4.493 -2.530 0.007
H -3.233 -3.259 -0.738
H -4.419 -2.630 -1.775
H -2.193 -1.097 -1.427
H -2.851 -0.839 0.146
H -4.023 0.680 -0.621
C -0.855 -3.300 0.964
C 0.189 -3.391 2.037
O -0.288 -2.716 3.161
H -0.325 -3.212 -0.015
H -1.481 -2.426 1.100
H -1.538 -4.171 1.003
H 1.006 -2.807 1.632
H 0.482 -4.407 2.256
H 0.196 -2.934 3.928
C 1.550 -2.683 -4.479
C 1.191 -1.725 -3.344
O 0.454 -2.379 -2.407
H 2.100 -3.494 -4.027
H 2.117 -2.127 -5.241
H 0.615 -3.109 -4.929
H 0.764 -0.871 -3.713
H 2.088 -1.391 -2.762
H -0.338 -2.682 -2.888
C 2.518 -0.376 3.161
C 3.306 0.467 2.162
O 2.969 1.883 2.288
H 2.719 -1.410 3.001
H 1.424 -0.280 3.038
H 2.809 -0.211 4.263
H 3.103 0.199 1.127
H 4.399 0.249 2.269
H 3.716 2.420 1.935
C -0.154 4.811 1.023
O 0.474 5.904 0.532
H -0.344 4.102 0.163
H -1.062 5.142 1.642
H 0.500 4.262 1.678
H 1.430 5.789 0.409
C 0.232 0.012 -0.138
O 0.115 1.253 0.597
H 0.109 0.154 -1.148
H -0.656 -0.517 0.249
H 1.042 -0.721 0.048
H -0.816 1.522 0.495
C -1.733 1.447 -2.954
O -0.893 1.422 -4.057
H -1.559 0.556 -2.406
H -2.770 1.519 -3.224
H -1.461 2.191 -2.272
H 0.003 1.562 -3.706
*
```

***

# 2
# C53H41N7O2RuSe2

A structure of composition C53H41N7O2RuSe2 (ωB97M-V/def2-TZVPD, the OMol25 dataset).

## Properties
- ⟨S²⟩ = 0.755
- LUMO level (alpha / beta) (eV) = -3.121 / -3.107
- orbital gap (alpha / beta) (Eh) = 0.238 / 0.238
- HOMO energy (alpha / beta) (eV) = -9.6 / -9.6

ORCA input file:
```
! wB97M-V def2-TZVPD RIJCOSX def2/J DEFGRID3
* xyz 1 2
Ru 0.548 -0.153 -1.274
O -0.827 0.975 -1.826
C -2.166 0.793 -2.215
C -2.367 -0.672 -2.605
C -2.080 -1.638 -1.496
C -3.078 -2.504 -1.081
C -2.809 -3.465 -0.121
C -1.526 -3.537 0.386
C -0.572 -2.623 -0.031
C 0.795 -2.643 0.584
C 0.995 -1.391 1.468
O 0.983 -0.246 0.632
C 2.374 -1.397 2.129
C 3.320 -2.387 1.914
C 4.582 -2.308 2.499
C 4.908 -1.235 3.309
C 3.967 -0.235 3.534
C 2.717 -0.317 2.950
C -0.125 -1.337 2.511
C -1.328 -0.708 2.201
C -2.395 -0.739 3.085
C -2.268 -1.398 4.301
C -1.070 -2.022 4.622
C -0.006 -1.997 3.730
N -0.850 -1.669 -0.937
C -3.088 1.190 -1.059
C -2.566 1.656 0.140
C -3.408 2.001 1.191
C -4.781 1.884 1.049
C -5.312 1.434 -0.156
C -4.470 1.095 -1.203
C -2.386 1.731 -3.405
C -2.772 1.306 -4.667
C -2.922 2.222 -5.703
C -2.676 3.566 -5.487
C -2.283 3.998 -4.225
C -2.145 3.089 -3.193
H -1.709 -0.864 -3.452
H -3.391 -0.843 -2.934
H -4.059 -2.424 -1.529
H -3.583 -4.138 0.223
H -1.254 -4.267 1.136
H 1.565 -2.669 -0.188
H 0.882 -3.543 1.193
H 3.094 -3.245 1.291
H 5.306 -3.093 2.315
H 5.886 -1.177 3.770
H 4.209 0.606 4.172
H 1.988 0.465 3.141
H -1.433 -0.188 1.257
H -3.322 -0.244 2.824
H -3.095 -1.421 4.999
H -0.962 -2.531 5.572
H 0.929 -2.481 3.989
H -1.496 1.781 0.234
H -2.984 2.373 2.118
H -5.440 2.154 1.865
H -6.385 1.361 -0.279
H -4.891 0.777 -2.151
H -2.984 0.263 -4.868
H -3.234 1.878 -6.681
H -2.788 4.277 -6.295
H -2.083 5.047 -4.049
H -1.822 3.422 -2.214
Se 6.628 -5.027 -2.677
N 6.439 -3.504 -1.782
C 5.244 -3.049 -2.050
C 4.702 -1.823 -1.482
C 5.414 -1.008 -0.604
C 4.793 0.086 -0.051
C 3.454 0.323 -0.348
N 2.778 -0.433 -1.207
C 3.388 -1.478 -1.789
C 2.590 -2.260 -2.741
N 1.366 -1.787 -3.033
C 0.619 -2.494 -3.866
C 1.034 -3.688 -4.456
C 2.291 -4.166 -4.169
C 3.096 -3.436 -3.292
C 4.445 -3.852 -2.933
N 4.999 -4.948 -3.379
H 6.438 -1.265 -0.365
H 5.310 0.741 0.635
H 2.910 1.148 0.089
H -0.359 -2.100 -4.105
H 0.368 -4.206 -5.131
H 2.674 -5.081 -4.600
C -0.408 5.597 0.575
N -0.198 4.316 1.215
C 0.490 3.271 0.705
Se 1.302 3.188 -0.953
N 0.480 2.282 1.623
C -0.243 2.683 2.740
C -0.533 2.053 3.942
C -1.275 2.777 4.862
C -1.702 4.082 4.599
C -1.400 4.714 3.404
C -0.664 3.985 2.482
H -0.104 5.517 -0.465
H 0.185 6.368 1.068
H -1.464 5.857 0.629
H 0.790 1.327 1.391
H -0.218 1.038 4.149
H -1.526 2.319 5.810
H -2.273 4.613 5.348
H -1.719 5.728 3.204
*
```

***

# 3
# C5H6O2

An isolated molecule of C5H6O2 (ωB97M-V/def2-TZVPD, the OMol25 dataset).

## Properties
- ⟨S²⟩ = 2.037
- LUMO level (alpha / beta) (eV) = 0.969 / -0.402
- orbital gap (alpha / beta) (Eh) = 0.237 / 0.340
- HOMO energy (alpha / beta) (eV) = -5.5 / -9.7

ORCA input file:
```
! wB97M-V def2-TZVPD RIJCOSX def2/J DEFGRID3
* xyz 0 3
C -0.124 -1.171 0.395
C -1.389 -1.177 -0.190
C -1.618 1.060 0.311
C 0.370 -0.019 -0.104
C 1.892 -0.072 -0.373
O -2.174 -0.140 -0.320
O -0.324 1.146 -0.150
H 0.221 -2.177 0.559
H -2.057 1.885 -0.072
H -1.555 0.752 1.305
H 2.429 -0.837 0.143
H 2.300 0.937 -0.137
H 2.029 -0.188 -1.367
*
```

***

What did the first record say?
# C16H54N6O11

A cluster of 11 separate species, C16H54N6O11 in total (ωB97M-V/def2-TZVPD, the OMol25 dataset).

## Properties
- LUMO level (eV) = 0.102
- orbital gap (Eh) = 0.341
- HOMO energy (eV) = -9.2

ORCA input file:
```
! wB97M-V def2-TZVPD RIJCOSX def2/J DEFGRID3
* xyz 0 1
N -3.695 1.542 1.843
C -3.553 2.161 0.748
N -4.611 2.191 0.026
O -2.324 2.639 0.314
H -2.915 1.577 2.468
H -4.608 1.137 2.188
H -4.474 2.597 -0.883
H -5.464 1.692 0.263
N -1.570 1.881 3.840
C -1.682 0.583 3.852
N -0.934 0.033 2.971
O -2.665 -0.117 4.588
H -2.213 2.385 4.484
H -0.655 2.325 3.578
H -0.984 -0.991 2.908
H -0.249 0.490 2.439
N 2.105 2.669 -0.854
C 2.204 2.461 -2.101
N 2.767 3.446 -2.776
O 1.894 1.255 -2.695
H 1.526 2.088 -0.296
H 2.400 3.561 -0.376
H 3.091 3.221 -3.714
H 2.325 4.313 -2.551
C 3.664 -2.153 -0.076
C 3.348 -3.431 -0.888
O 1.948 -3.726 -0.715
H 3.455 -2.148 0.989
H 3.015 -1.358 -0.399
H 4.638 -1.805 -0.273
H 3.873 -4.262 -0.517
H 3.722 -3.329 -1.911
H 1.436 -3.299 -1.418
C -3.846 -2.408 -0.886
C -3.176 -1.063 -0.894
O -3.955 -0.015 -1.302
H -4.493 -2.530 0.007
H -3.233 -3.259 -0.738
H -4.419 -2.630 -1.775
H -2.193 -1.097 -1.427
H -2.851 -0.839 0.146
H -4.023 0.680 -0.621
C -0.855 -3.300 0.964
C 0.189 -3.391 2.037
O -0.288 -2.716 3.161
H -0.325 -3.212 -0.015
H -1.481 -2.426 1.100
H -1.538 -4.171 1.003
H 1.006 -2.807 1.632
H 0.482 -4.407 2.256
H 0.196 -2.934 3.928
C 1.550 -2.683 -4.479
C 1.191 -1.725 -3.344
O 0.454 -2.379 -2.407
H 2.100 -3.494 -4.027
H 2.117 -2.127 -5.241
H 0.615 -3.109 -4.929
H 0.764 -0.871 -3.713
H 2.088 -1.391 -2.762
H -0.338 -2.682 -2.888
C 2.518 -0.376 3.161
C 3.306 0.467 2.162
O 2.969 1.883 2.288
H 2.719 -1.410 3.001
H 1.424 -0.280 3.038
H 2.809 -0.211 4.263
H 3.103 0.199 1.127
H 4.399 0.249 2.269
H 3.716 2.420 1.935
C -0.154 4.811 1.023
O 0.474 5.904 0.532
H -0.344 4.102 0.163
H -1.062 5.142 1.642
H 0.500 4.262 1.678
H 1.430 5.789 0.409
C 0.232 0.012 -0.138
O 0.115 1.253 0.597
H 0.109 0.154 -1.148
H -0.656 -0.517 0.249
H 1.042 -0.721 0.048
H -0.816 1.522 0.495
C -1.733 1.447 -2.954
O -0.893 1.422 -4.057
H -1.559 0.556 -2.406
H -2.770 1.519 -3.224
H -1.461 2.191 -2.272
H 0.003 1.562 -3.706
*
```

***

- Which formula does entry 1 have?
  C16H54N6O11

***

Please write out number 1 again, unchanged.
# C16H54N6O11

A cluster of 11 separate species, C16H54N6O11 in total (ωB97M-V/def2-TZVPD, the OMol25 dataset).

## Properties
- LUMO level (eV) = 0.102
- orbital gap (Eh) = 0.341
- HOMO energy (eV) = -9.2

ORCA input file:
```
! wB97M-V def2-TZVPD RIJCOSX def2/J DEFGRID3
* xyz 0 1
N -3.695 1.542 1.843
C -3.553 2.161 0.748
N -4.611 2.191 0.026
O -2.324 2.639 0.314
H -2.915 1.577 2.468
H -4.608 1.137 2.188
H -4.474 2.597 -0.883
H -5.464 1.692 0.263
N -1.570 1.881 3.840
C -1.682 0.583 3.852
N -0.934 0.033 2.971
O -2.665 -0.117 4.588
H -2.213 2.385 4.484
H -0.655 2.325 3.578
H -0.984 -0.991 2.908
H -0.249 0.490 2.439
N 2.105 2.669 -0.854
C 2.204 2.461 -2.101
N 2.767 3.446 -2.776
O 1.894 1.255 -2.695
H 1.526 2.088 -0.296
H 2.400 3.561 -0.376
H 3.091 3.221 -3.714
H 2.325 4.313 -2.551
C 3.664 -2.153 -0.076
C 3.348 -3.431 -0.888
O 1.948 -3.726 -0.715
H 3.455 -2.148 0.989
H 3.015 -1.358 -0.399
H 4.638 -1.805 -0.273
H 3.873 -4.262 -0.517
H 3.722 -3.329 -1.911
H 1.436 -3.299 -1.418
C -3.846 -2.408 -0.886
C -3.176 -1.063 -0.894
O -3.955 -0.015 -1.302
H -4.493 -2.530 0.007
H -3.233 -3.259 -0.738
H -4.419 -2.630 -1.775
H -2.193 -1.097 -1.427
H -2.851 -0.839 0.146
H -4.023 0.680 -0.621
C -0.855 -3.300 0.964
C 0.189 -3.391 2.037
O -0.288 -2.716 3.161
H -0.325 -3.212 -0.015
H -1.481 -2.426 1.100
H -1.538 -4.171 1.003
H 1.006 -2.807 1.632
H 0.482 -4.407 2.256
H 0.196 -2.934 3.928
C 1.550 -2.683 -4.479
C 1.191 -1.725 -3.344
O 0.454 -2.379 -2.407
H 2.100 -3.494 -4.027
H 2.117 -2.127 -5.241
H 0.615 -3.109 -4.929
H 0.764 -0.871 -3.713
H 2.088 -1.391 -2.762
H -0.338 -2.682 -2.888
C 2.518 -0.376 3.161
C 3.306 0.467 2.162
O 2.969 1.883 2.288
H 2.719 -1.410 3.001
H 1.424 -0.280 3.038
H 2.809 -0.211 4.263
H 3.103 0.199 1.127
H 4.399 0.249 2.269
H 3.716 2.420 1.935
C -0.154 4.811 1.023
O 0.474 5.904 0.532
H -0.344 4.102 0.163
H -1.062 5.142 1.642
H 0.500 4.262 1.678
H 1.430 5.789 0.409
C 0.232 0.012 -0.138
O 0.115 1.253 0.597
H 0.109 0.154 -1.148
H -0.656 -0.517 0.249
H 1.042 -0.721 0.048
H -0.816 1.522 0.495
C -1.733 1.447 -2.954
O -0.893 1.422 -4.057
H -1.559 0.556 -2.406
H -2.770 1.519 -3.224
H -1.461 2.191 -2.272
H 0.003 1.562 -3.706
*
```